A structure of composition C24H34BCdN10Si2, computed with ωB97M-V/def2-TZVPD.

Structure (XYZ):
```
72
Properties=species:S:1:pos:R:3:forces:R:3:lowdin_spin:R:1
Cd -0.43417 0.31702 -0.04203 -0.253 0.267 -0.350 0.007
Si -3.85416 0.36857 0.08985 -0.167 0.611 0.535 0.023
Si 1.30525 0.94335 -3.19131 0.162 0.965 -0.137 0.028
N 3.07285 -2.55694 4.10984 1.758 0.229 0.429 0.000
N 2.10876 0.51701 2.09727 0.560 2.792 0.685 0.000
N -0.20896 1.02417 -2.28995 -0.487 -0.483 -0.655 0.247
N -0.64724 -0.75366 2.45696 -0.353 -0.469 1.471 0.000
N 0.56125 -1.18667 3.02515 -1.190 -0.217 0.872 0.000
N 1.27056 1.21861 1.23574 -0.233 0.403 1.633 0.000
N 3.13614 -1.50870 3.21037 2.833 -1.964 -0.441 0.000
N 0.96391 -1.47688 -0.02918 0.854 -1.012 -0.167 0.003
N -2.54731 1.02564 -0.84796 0.304 -1.343 0.787 0.185
N 1.92532 -1.77432 0.92918 -0.904 -1.642 0.096 0.000
C 0.37906 -1.55719 4.32209 -1.565 0.506 0.142 0.000
C -3.76271 2.17115 -4.16844 0.129 -0.329 1.784 0.097
C 2.43659 -3.02670 0.67129 -0.849 0.622 -2.158 0.000
C -3.71827 1.84835 -2.79942 -1.987 0.873 -0.755 0.031
C -5.55880 0.55955 -0.72599 -0.453 -2.405 -0.434 -0.001
C -2.60630 1.94779 -4.94680 0.964 -0.185 0.710 0.076
C 4.36623 -2.95047 4.38691 -3.187 0.398 -1.215 0.000
C -3.59298 -1.45641 0.61295 0.834 -0.360 -0.637 0.009
C -1.38228 1.22240 -2.92776 1.631 -0.130 0.976 0.105
C 1.40418 -0.59981 -4.28395 0.574 -0.647 -0.190 0.006
C 2.65075 1.46253 3.01063 -1.573 0.177 -2.375 0.000
C 2.67178 1.04172 -1.94117 1.196 -1.172 0.633 0.000
C 2.13350 2.73283 2.71545 -0.749 -1.822 -1.170 0.000
C 0.99139 -2.47300 -0.93278 0.899 0.291 0.188 0.001
C 1.67259 2.53573 -4.17921 0.769 0.170 0.677 0.004
C -1.47260 1.45536 -4.31018 0.075 -0.052 -2.327 0.050
C -3.81541 1.33441 1.69366 -0.786 0.382 0.012 0.003
C 4.48859 -1.40974 2.80906 -0.637 -0.556 1.467 0.000
C 1.21809 2.50764 1.63571 0.909 -1.315 0.687 0.000
C -1.59390 -0.87919 3.46369 2.269 -0.207 -0.895 0.000
C 5.28708 -2.31550 3.55664 -2.279 1.993 -0.890 0.000
C -2.58934 1.29979 -2.13883 -0.056 0.740 -0.189 0.117
C 1.95776 -3.43645 -0.61358 -0.320 1.954 2.851 0.000
C -0.98231 -1.32962 4.63721 0.155 -0.538 -0.016 0.000
B 1.95319 -1.05225 2.34175 -0.779 1.071 -0.806 0.000
H -2.67276 -0.73199 3.35805 0.710 0.248 -0.447 0.000
H -1.57802 -1.53444 5.54185 0.902 0.038 -0.437 0.000
H -2.86687 1.22582 2.21500 -0.090 -0.441 0.320 0.000
H -2.62285 -1.67789 1.11859 -0.519 0.540 -0.342 0.000
H 0.44025 3.16881 1.24242 0.704 -0.163 -0.225 0.000
H -4.68000 2.60226 -4.57302 0.371 -0.090 0.023 0.004
H -0.58628 1.19932 -4.94698 -0.934 0.543 0.722 0.000
H -3.89052 2.43421 1.56592 -0.371 -0.596 -0.177 0.000
H 4.79437 -0.64446 2.12274 0.016 0.082 -0.284 0.000
H -4.35134 -1.73898 1.33655 -0.323 0.018 0.108 0.001
H 6.34178 -2.35297 3.55270 0.782 -0.182 -0.087 0.000
H 0.39236 -2.47998 -1.84096 -0.048 0.376 0.423 0.000
H 2.69603 2.43703 -4.64996 -1.147 0.047 0.239 0.000
H 0.83328 -0.53969 -5.23124 0.464 0.213 0.367 0.000
H 2.36425 3.69725 3.11048 0.150 0.105 0.472 0.000
H 2.98321 -0.00239 -1.66010 -0.344 0.833 0.203 0.000
H 3.02425 -3.62952 1.35307 0.257 0.660 0.061 0.000
H -2.52868 2.26413 -5.98199 -0.232 -0.323 0.017 0.003
H -3.62825 -2.20856 -0.20385 -0.213 0.551 0.225 0.000
H 0.90099 2.77535 -4.90975 0.299 0.291 -0.073 0.000
H -4.62416 2.09397 -2.17029 1.346 -0.325 -0.982 -0.002
H 0.98976 -1.49793 -3.78700 0.265 0.447 -0.003 0.000
H -4.70369 0.95388 2.26690 0.962 0.501 0.037 0.000
H 3.40047 1.23658 3.72909 0.247 -0.551 0.362 0.000
H 1.18591 -1.98024 4.93210 -0.493 0.398 -0.539 0.000
H 2.42359 1.61452 -1.02324 0.073 -0.427 -0.571 0.000
H 4.43705 -3.76648 5.07813 0.369 -0.075 0.233 0.000
H 1.78740 3.37100 -3.41575 -0.352 -0.869 -0.932 0.000
H 3.60490 1.46764 -2.36947 -0.648 -0.028 0.071 0.000
H 2.28642 -4.23854 -1.19172 0.196 -1.265 -0.568 0.000
H -5.49432 0.14820 -1.79618 -0.276 0.443 1.521 0.000
H 2.49042 -0.83490 -4.51007 -1.187 0.304 0.099 0.001
H -6.25565 -0.12351 -0.13817 0.741 0.586 -0.741 0.000
H -6.08140 1.50235 -0.76673 0.259 0.517 0.074 0.000
```
Positions in Å, forces in eV/Å.

**Orbital gap (alpha / beta)**: 0.28631 / 0.24173 Eh
**E_HOMO (alpha / beta)**: -7.1 / -7.8 eV
**Charge**: 0
**Spin multiplicity**: 2
**⟨S²⟩**: 0.769
**E_LUMO (alpha / beta)**: 0.7 / -1.3 eV



A cluster of 2 separate species, C24H34BClIN4O8S in total, computed with ωB97M-V/def2-TZVPD.

Structure (XYZ):
```
74
Properties=species:S:1:pos:R:3:forces:R:3:mulliken_charge:R:1
I 1.12125 0.95708 3.55690 -0.245 -0.292 -0.188 -0.014
Cl 0.29681 1.68048 -0.51871 0.462 2.853 0.911 -0.635
S 3.60708 1.89938 0.33731 0.031 -0.359 -0.472 0.066
O -5.07345 3.51259 2.68197 1.301 0.764 -0.575 -0.597
O -0.69869 -2.39632 -3.95653 -0.154 -1.259 0.741 -0.649
O -0.23669 -2.86189 -1.63882 -2.636 -0.965 -0.889 -0.369
O 1.90744 -1.86418 3.30742 -0.559 0.246 -0.353 -0.447
O -1.00139 -5.24903 -0.20728 -0.552 0.743 0.641 -0.609
O 1.84810 -0.50017 -2.41766 -0.428 0.101 0.485 -0.688
O 5.79497 2.09186 -1.55760 -0.114 1.920 0.016 -0.217
O -2.19325 -3.91033 -2.78742 0.793 1.075 -0.233 -0.650
N -0.24322 -0.59363 -1.26216 -0.700 -2.757 -1.005 0.277
N -3.65314 0.80367 0.79588 0.669 0.162 0.084 -0.447
N 4.80882 4.00178 -0.75596 0.874 -3.468 -0.513 -0.194
N 5.77633 4.35218 -1.64830 1.666 -1.870 -1.574 -0.495
C 1.17887 -0.71821 -1.44441 -1.020 -1.030 1.746 -0.207
C 1.60857 -1.27848 -0.01494 1.003 0.608 -0.456 0.527
C -2.92437 1.88554 1.53374 -0.614 0.133 0.425 -0.042
C 2.98468 -2.04260 0.09921 0.259 -0.449 -0.551 -0.244
C -2.28687 -1.90426 -0.32835 -0.433 0.699 -0.142 -0.194
C -2.62676 3.82782 -0.27435 -1.580 1.246 0.512 0.296
C 4.41391 0.67912 1.45141 2.115 -0.647 0.169 -0.338
C -3.06550 5.10878 -0.84939 -1.569 -0.819 2.123 -0.780
C -3.00680 0.62236 -0.53047 -0.311 0.435 -0.828 0.283
C -4.19580 5.81626 -0.22630 0.740 -1.759 0.660 -0.286
C -0.75673 -1.86372 -0.69900 2.494 1.454 0.764 -0.288
C -4.41405 4.00340 1.52648 1.105 0.877 -2.279 0.027
C -3.14553 -0.81769 -1.12739 0.111 -0.558 0.778 -1.325
C 6.36462 3.24515 -2.11504 -1.370 1.840 0.949 -0.028
C 4.85113 2.64228 -0.73703 -0.786 1.906 1.670 0.378
C -0.11158 -1.51108 1.93383 -1.523 1.641 -0.414 0.666
C 0.29831 -2.02506 0.50047 1.514 -1.816 1.394 1.444
C 4.24002 -1.22605 -0.40578 0.807 -0.156 0.086 -0.636
C 1.06413 -1.14079 2.88544 -0.136 -0.432 -0.364 -0.205
C 0.60953 -3.57718 0.78638 -0.496 -0.257 -0.176 -1.167
C -4.85461 5.27045 0.96130 1.328 -1.079 -0.586 -0.428
C -0.69295 -4.45604 0.96973 0.941 -0.983 0.647 -0.775
C 5.09692 -0.55151 0.73026 -0.101 0.416 -0.314 -1.012
C -3.30306 3.25576 0.89483 -0.528 1.534 -0.004 -0.004
B -1.04461 -3.07779 -2.75436 0.482 0.196 -0.559 0.982
H 5.36345 -1.30889 1.51344 -0.190 0.585 -0.569 0.408
H -0.74666 -0.21535 -2.06223 0.273 -0.050 0.247 0.423
H -0.85271 -2.97037 -4.72499 -0.067 0.504 0.234 0.274
H 5.23236 1.23031 2.00222 -0.877 -0.567 -0.399 0.513
H -3.30990 1.86768 2.59533 0.338 0.062 -1.108 0.453
H 2.98514 -3.01402 -0.47696 -0.219 1.052 0.469 0.336
H -0.78255 -2.22278 2.50210 0.892 0.463 -0.578 0.319
H 1.23404 -4.04634 -0.01363 -0.775 0.399 0.563 0.364
H -2.87119 -0.83437 -2.22152 -0.414 0.106 1.050 0.354
H -1.58057 -3.89044 1.35213 0.715 -0.290 -0.538 0.317
H 3.73879 0.27229 2.24686 -0.073 0.883 -1.029 0.032
H -0.44904 -5.22069 1.76983 -0.290 0.846 -0.627 0.292
H -0.74401 -0.58427 1.78604 0.838 -0.741 0.280 -0.508
H 4.01823 -0.44533 -1.17377 -0.210 -0.775 0.608 0.290
H -3.54519 1.31860 -1.24375 0.537 -0.701 0.636 0.323
H 1.85650 -0.29618 0.49301 -1.045 -0.884 -0.159 -0.790
H -1.77395 3.29965 -0.76188 -0.648 0.301 0.712 0.229
H -2.57467 5.53687 -1.75458 -0.415 -0.501 0.955 0.376
H 4.92511 -1.97008 -0.91244 -0.648 0.776 0.477 0.283
H -2.67569 -3.63753 -3.59050 0.101 -0.423 0.549 0.217
H 3.20901 -2.34657 1.16540 -0.522 0.395 -0.959 0.210
H -1.95259 -5.15950 -0.37768 0.520 -0.028 -0.136 0.347
H -5.69794 5.78788 1.48621 0.909 -0.428 -0.717 0.329
H -3.63870 -0.04566 1.36231 0.183 0.235 -0.277 0.330
H -2.46806 -1.64049 0.75609 0.694 -0.307 -1.012 0.209
H -1.95340 1.00590 -0.46542 -0.627 -0.729 -0.325 -0.555
H -1.81833 1.70511 1.59724 -0.755 0.387 -0.466 -0.066
H 7.18135 3.25669 -2.87065 -0.910 -0.580 0.929 0.368
H -2.72691 -2.93650 -0.43307 0.675 1.039 -0.252 0.305
H -4.22152 -1.12618 -0.99864 0.896 0.289 -0.415 0.465
H 1.19646 -3.70535 1.74186 -0.544 0.529 -0.970 0.568
H 6.06379 -0.16393 0.29051 -0.946 -0.545 0.304 0.354
H -4.56622 6.77843 -0.65155 0.412 -0.913 0.404 0.305
H -4.39682 3.63149 3.37731 -0.649 -0.285 -0.206 0.349
```
Positions in Å, forces in eV/Å.

**Orbital gap**: 0.21816 Eh
**E_HOMO**: -3.9 eV
**Charge**: -1
**E_LUMO**: 2.0 eV



A structure of composition C24H34CeN4P2, computed with ωB97M-V/def2-TZVPD.

Structure (XYZ):
```
65
Properties=species:S:1:pos:R:3:forces:R:3:nbo_charge:R:1
Ce -0.54481 -0.05391 -0.01991 0.937 -0.866 0.026 2.124
P 0.78222 2.81995 0.15230 -0.193 0.629 -0.248 0.709
P -2.42742 2.34748 -0.04424 -0.634 0.843 0.180 0.616
N 5.74367 0.26136 1.71600 0.045 -0.068 0.004 -0.670
N -1.92771 -3.07410 0.09483 -0.994 0.234 -0.121 -0.056
N 2.75820 0.17463 0.21763 -0.153 -0.175 -0.007 -0.856
N -2.38661 -1.90836 -0.01958 1.001 -0.397 0.093 -0.365
C -4.38246 -0.60754 -0.31479 0.302 -0.231 0.012 -0.162
C 0.47581 -2.39652 -0.00197 -0.657 0.547 -0.048 -0.639
C -6.00874 -2.79023 0.15909 -0.021 0.022 -0.012 -0.171
C -6.57474 -1.54888 -0.11288 0.054 0.000 -0.002 -0.147
C 1.74795 -2.96107 -0.09955 0.028 0.083 0.042 -0.227
C 0.09650 5.53072 0.60315 0.043 0.019 -0.016 -0.191
C -0.34105 -4.74282 0.05212 -0.201 0.165 0.009 -0.116
C 4.61879 -0.74195 1.74468 -0.470 -0.177 0.004 -0.246
C -5.75540 -0.45538 -0.35402 -0.149 0.091 -0.022 -0.223
C -3.80929 -1.84315 -0.03012 -0.651 0.181 0.004 0.044
C 0.94589 -5.23714 -0.04240 0.099 0.047 0.006 -0.181
C 1.99123 -4.33478 -0.12468 0.060 0.011 -0.012 -0.159
C -3.33710 2.16536 1.55346 0.201 -0.255 -0.085 -0.913
C 3.21476 -0.13766 1.57762 0.177 0.062 -0.088 -0.252
C -0.36091 4.23739 0.35352 -0.016 -0.188 0.078 -0.366
C 1.05735 2.88570 -1.67695 0.000 -0.244 0.240 -0.918
C -2.61630 5.09727 0.27613 -0.057 -0.041 -0.023 -0.207
C -2.14974 6.37831 0.51627 -0.009 0.041 0.004 -0.158
C -4.63668 -2.94617 0.20137 0.326 0.066 0.062 -0.177
C -0.79069 6.59298 0.68328 0.010 -0.011 0.014 -0.157
C -3.73116 2.65207 -1.30791 0.121 -0.189 -0.040 -0.921
C -0.57245 -3.36082 0.05667 0.748 -0.026 0.045 0.015
C 2.36059 3.52033 0.77951 -0.193 -0.303 0.076 -0.914
C -1.73417 4.02246 0.19944 0.110 -0.147 -0.067 -0.233
H 3.00927 -4.69249 -0.21520 -0.017 -0.030 0.000 0.233
H -3.67499 1.14146 1.71915 -0.085 0.032 -0.013 0.253
H -4.19731 -3.90751 0.41548 -0.012 -0.052 0.012 0.249
H 1.89840 2.25807 -1.98065 -0.021 0.005 -0.021 0.237
H 4.82000 -1.48089 0.97044 0.097 0.022 0.000 0.241
H -0.41616 7.58924 0.87551 -0.005 0.000 -0.002 0.250
H 1.13201 -6.30188 -0.05738 -0.022 0.000 -0.003 0.254
H -3.39143 3.44008 -1.97814 0.014 0.001 -0.009 0.272
H -2.67574 2.46193 2.36862 0.014 -0.011 0.003 0.255
H 2.85562 -0.63879 -0.38006 0.033 -0.001 -0.043 0.389
H -1.19543 -5.40456 0.10668 0.015 -0.006 0.008 0.251
H -7.64992 -1.43889 -0.14516 0.002 0.006 0.001 0.248
H -4.65637 2.96748 -0.82770 -0.003 0.030 0.001 0.261
H -3.68050 4.93881 0.15309 -0.002 0.031 0.003 0.227
H 5.61767 0.98708 2.42491 0.015 0.059 0.027 0.450
H 2.66785 4.36259 0.16336 0.019 0.028 -0.002 0.262
H 1.25632 3.91428 -1.97525 0.002 0.017 -0.039 0.278
H -2.84433 7.20539 0.57624 -0.001 -0.011 0.003 0.253
H 2.21895 3.85054 1.80851 0.055 0.017 -0.005 0.267
H 3.29053 0.91974 -0.21556 -0.062 0.100 0.003 0.374
H 4.67271 -1.24112 2.71104 0.103 0.041 0.013 0.257
H -3.72917 0.22517 -0.54549 -0.036 -0.027 0.001 0.159
H 2.63603 -2.33936 -0.17302 -0.027 -0.064 0.000 0.151
H -3.93596 1.76312 -1.90257 -0.032 0.044 0.003 0.255
H -4.20442 2.82470 1.56734 -0.001 0.031 -0.032 0.270
H 3.15448 2.77662 0.75790 0.020 -0.009 0.004 0.204
H -6.64447 -3.64676 0.33699 -0.002 0.010 0.008 0.249
H 3.11724 0.75941 2.19614 -0.051 -0.042 0.025 0.216
H 2.53180 -0.88458 1.98376 0.030 -0.011 0.062 0.247
H 0.15924 2.55443 -2.20663 0.006 0.046 -0.056 0.238
H -6.19463 0.50717 -0.58189 0.011 -0.002 -0.016 0.231
H 1.14806 5.74098 0.73404 0.008 -0.021 -0.002 0.223
H 6.63444 -0.20181 1.92066 0.056 0.000 -0.007 0.467
H 5.84948 0.71385 0.80648 0.013 0.044 -0.031 0.443
```
Positions in Å, forces in eV/Å.

**Orbital gap (alpha / beta)**: 0.23576 / 0.23857 Eh
**E_HOMO (alpha / beta)**: -15.7 / -15.7 eV
**Charge**: +3
**Spin multiplicity**: 2
**⟨S²⟩**: 0.752
**E_LUMO (alpha / beta)**: -9.2 / -9.2 eV